(1)
Density functional theory data (ωB97M-V/def2-TZVPD) for a cluster of 2 separate species, C9H14O in total.

Total charge   0
E_LUMO   0.879 eV
Total energy   -426.525287 hartree
Frontier orbital gap   9.1 eV
ΔE to the lowest compared entry with this formula, charge and spin   29.81 kcal per mole
SMILES string   Cc1ccc(O)cc1.CC

Each line ends with the Löwdin charge.
Element x y z (Å)
C (0.17, 2.99, 0.54)  -0.055
C (-1.08, -0.64, 0.51)  0.000
C (-0.86, 0.72, 0.20)  -0.065
C (-0.35, -1.03, 1.65)  -0.292
C (-0.06, 1.56, 0.95)  -0.283
C (0.60, -0.27, 2.37)  -0.022
C (0.71, 1.03, 2.00)  -0.056
O (-0.82, -2.22, 2.19)  0.022
H (-1.50, -1.50, 0.04)  0.100
H (-1.37, 1.16, -0.64)  0.107
H (-0.24, -2.56, 2.88)  0.097
H (1.25, -0.73, 3.11)  0.111
H (0.44, 3.02, -0.53)  0.082
H (1.07, 3.38, 0.92)  0.058
H (1.47, 1.75, 2.35)  0.114
H (-0.65, 3.68, 0.59)  0.070
C (0.40, -0.53, -2.53)  -0.149
C (-0.11, -1.97, -2.27)  -0.173
H (0.73, -0.51, -3.58)  0.070
H (-0.44, 0.10, -2.36)  0.029
H (1.19, -0.37, -1.80)  0.065
H (0.16, -2.60, -3.10)  0.046
H (-1.18, -1.97, -2.00)  0.058
H (0.49, -2.49, -1.51)  0.065

=====

(2)
Density functional theory data (ωB97M-V/def2-TZVPD) for a cluster of 2 separate species, C9H14O in total.

Total charge   0
E_LUMO   0.829 eV
Total energy   -426.553475 hartree
Frontier orbital gap   9.2 eV
ΔE to the lowest compared entry with this formula, charge and spin   12.12 kcal per mole
SMILES string   Cc1ccc(O)cc1.CC

Each line ends with the Löwdin charge.
Element x y z (Å)
C (0.79, 0.44, -3.05)  -0.056
C (0.95, 1.37, 0.58)  -0.041
C (0.43, 1.29, -0.68)  -0.060
C (1.84, 0.38, 1.07)  -0.332
C (0.92, 0.27, -1.55)  -0.286
C (2.20, -0.68, 0.31)  -0.006
C (1.74, -0.70, -1.04)  -0.043
O (2.27, 0.44, 2.38)  0.031
H (0.78, 2.24, 1.21)  0.113
H (-0.30, 2.03, -0.98)  0.116
H (1.92, 1.24, 2.82)  0.115
H (2.80, -1.50, 0.66)  0.112
H (1.23, -0.42, -3.56)  0.071
H (1.34, 1.32, -3.39)  0.080
H (2.01, -1.51, -1.70)  0.107
H (-0.24, 0.65, -3.32)  0.075
C (-2.63, -0.41, 0.62)  -0.150
C (-2.60, -1.30, 1.90)  -0.164
H (-1.67, 0.10, 0.63)  0.033
H (-2.72, -0.99, -0.29)  0.061
H (-3.41, 0.33, 0.74)  0.056
H (-3.27, -2.16, 1.84)  0.055
H (-2.77, -0.68, 2.78)  0.057
H (-1.61, -1.74, 2.01)  0.056

=====

Question: What is the formula in the second record?
Answer: C9H14O